(1)
12
Properties=species:S:1:pos:R:3:forces:R:3:nbo_charge:R:1 method="wB97M-V/def2-TZVPD" homo_ev=-8.5555 total_charge=0
C -1.039197 1.217299 0.121538 0.25 -0.03 -0.39 -0.431
N 0.218878 0.712480 0.632376 -3.37 -0.24 2.51 -0.529
N 0.428532 -0.782302 0.564381 3.72 4.22 -1.43 -0.020
O -0.555501 -1.728312 0.711659 -0.30 0.91 -0.38 -0.514
C 1.198631 -0.742164 -0.599754 0.41 -6.22 -0.37 0.465
O 1.204048 -1.767682 -1.308953 -0.15 2.10 0.35 -0.614
H -1.905028 0.687585 0.535780 0.36 -0.08 -0.05 0.213
H -1.065888 1.159618 -0.970913 -0.37 0.03 -0.18 0.165
H -1.159003 2.263881 0.416182 0.20 -0.12 -0.02 0.213
H 1.018617 1.332959 0.591573 0.05 -1.12 0.12 0.397
H -0.379067 -2.325511 -0.048378 -0.02 0.29 -0.11 0.500
H 2.034979 -0.027852 -0.645491 -0.77 0.25 -0.05 0.155



(2)
33
Properties=species:S:1:pos:R:3:forces:R:3:nbo_charge:R:1 method="wB97M-V/def2-TZVPD" homo_ev=-10.7147 total_charge=0
O 2.847445 1.448470 2.091149 -0.73 0.87 0.17 -0.968
H 3.655915 0.950240 1.986812 -0.03 -0.44 -0.12 0.496
H 2.243415 0.997654 2.686724 0.49 -0.29 0.23 0.473
O 0.884715 -4.599995 -0.445115 -0.38 -0.32 0.74 -0.926
H -0.060717 -4.650671 -0.250982 -0.08 0.25 -0.51 0.465
H 1.209938 -5.018200 0.363614 0.48 0.09 -0.21 0.461
O -0.938542 -2.366668 -3.600895 0.54 -0.25 -0.30 -0.937
H -1.585004 -1.950171 -4.175825 -0.18 0.00 0.14 0.471
H -0.410231 -1.632456 -3.272908 -0.01 -0.04 0.08 0.468
O 3.018986 2.691603 -1.728705 -0.13 -0.29 -0.06 -0.962
H 2.656909 3.024370 -2.553649 0.00 0.16 0.08 0.490
H 3.313626 3.432915 -1.198163 0.01 0.25 -0.04 0.490
O -0.865813 -2.099023 3.391475 0.12 0.51 0.75 -0.936
H -0.901604 -1.146159 3.559454 -0.08 0.09 -0.57 0.472
H -0.703587 -2.383001 4.300897 -0.01 -0.52 -0.21 0.463
O 0.048943 1.780239 3.322234 -0.76 0.59 -1.13 -0.932
H 0.499381 1.892357 2.483168 1.48 -0.48 -0.22 0.463
H -0.700992 2.266707 2.940660 -0.81 -0.13 1.24 0.469
O -2.270708 1.554243 -1.250619 0.60 -0.29 0.23 -0.967
H -1.712411 1.173318 -0.555856 -0.20 0.25 0.29 0.481
H -1.836795 1.111634 -1.991498 -0.38 0.12 -0.39 0.486
O 0.805942 0.158365 -0.584439 0.08 0.11 0.86 -0.958
H 0.968725 -0.494810 0.110753 -0.44 -0.55 -0.34 0.475
H 1.473357 0.776864 -0.253123 -0.14 0.36 -0.43 0.479
O -4.463641 1.982536 0.979160 0.46 1.46 -1.06 -0.936
H -4.695326 2.922535 1.052616 -0.58 -0.26 0.96 0.457
H -3.978250 2.153452 0.148101 0.22 -1.25 0.01 0.477
O -2.769007 -1.203906 -2.125527 -0.37 0.48 -0.68 -0.963
H -3.431869 -0.600746 -1.776327 0.09 -0.11 0.42 0.480
H -2.410663 -1.734008 -1.418242 -0.02 -0.13 0.34 0.482
O 3.600512 0.459145 -0.225716 0.21 -0.31 -0.21 -0.977
H 3.815383 -0.262847 -0.825415 0.00 0.01 0.00 0.474
H 3.163506 1.115714 -0.792689 0.54 0.06 -0.06 0.490



(3)
19
Properties=species:S:1:pos:R:3:forces:R:3:nbo_charge:R:1 method="wB97M-V/def2-TZVPD" homo_ev=-9.5923 total_charge=0
C 1.523172 0.998976 -1.289068 -0.09 0.16 -0.15 -0.609
C 0.036976 0.882510 -0.882617 0.25 -0.23 -0.12 -0.252
C -0.539255 -0.489685 -1.281044 0.12 0.05 -0.13 -0.063
O -1.517733 -0.802772 -0.317215 -0.14 -0.02 -0.02 -0.526
C -1.064430 -0.332477 0.948804 0.05 0.09 0.24 0.094
C -0.355703 -1.449043 1.714656 -0.03 -0.02 -0.04 -0.633
C -0.155692 0.886791 0.654272 -0.15 -0.04 0.26 -0.426
H 1.832449 0.283408 -2.065019 -0.31 0.15 0.13 0.208
H 2.088473 0.764415 -0.393701 0.44 -0.02 -0.06 0.205
H 1.835929 1.989613 -1.641023 -0.23 -0.13 0.20 0.215
H -0.594607 1.666479 -1.325844 0.31 -0.18 0.06 0.209
H -1.028184 -0.498782 -2.261275 0.12 0.08 0.13 0.193
H 0.263653 -1.249057 -1.307403 -0.13 0.13 0.13 0.153
H -1.963581 -0.041263 1.500220 0.07 -0.03 -0.05 0.183
H -0.990644 -2.339746 1.709301 0.10 0.08 0.06 0.220
H -0.169387 -1.159210 2.755952 -0.02 0.01 -0.19 0.210
H 0.607324 -1.706516 1.256129 -0.16 0.06 0.03 0.201
H 0.787621 0.776344 1.208336 -0.12 -0.01 -0.32 0.201
H -0.596380 1.820016 1.016538 -0.07 -0.13 -0.14 0.217



(4)
25
Properties=species:S:1:pos:R:3:forces:R:3:nbo_charge:R:1 method="wB97M-V/def2-TZVPD" s2=0.75 homo_ev="-15.7098 / -15.7097" total_charge=+2 multiplicity=2
C -1.042424 1.525742 -2.062672 1.09 -2.83 1.42 -0.340
N -2.062053 2.046957 -1.197400 0.71 3.53 -2.46 -0.242
C -0.050932 0.789414 -1.097087 1.66 0.41 0.08 -0.251
N -0.587690 -0.461399 -0.391163 1.23 2.15 -0.37 -0.506
C 0.005998 -0.556366 0.991260 -2.12 1.03 1.99 -0.447
H -1.414849 0.832204 -2.813850 -0.53 0.21 -0.29 0.297
H -0.445426 2.287683 -2.637404 -0.61 0.28 0.46 0.377
H -2.783027 2.618792 -1.677252 -0.73 -1.11 0.06 0.448
H -1.723937 2.694825 -0.474001 0.05 -0.82 0.97 0.430
H 0.973924 0.509803 -1.460502 -1.24 0.27 -0.49 0.296
H 0.190558 1.530585 -0.337421 -0.12 -0.13 0.43 0.227
H -0.241746 -1.236881 -0.962185 -0.70 -0.56 -0.12 0.483
H -1.598852 -0.294063 -0.358738 0.19 -1.35 0.16 0.436
H 0.166856 -1.560277 1.295833 -0.41 -0.84 -0.11 0.298
H 0.950565 -0.078865 1.155786 0.49 0.59 -0.83 0.237
H -0.704018 -0.062772 1.713860 0.56 -0.44 -0.86 0.238
H 2.399843 -1.694022 0.657077 0.22 -0.52 0.00 0.485
H 2.226386 -3.237446 0.625673 0.03 0.21 -0.06 0.517
O 1.775152 -2.400080 0.438774 0.36 -0.19 -0.31 -0.989
H 0.653088 -2.993596 -3.514494 0.05 -0.16 -0.14 0.494
H 1.459933 -2.710874 -2.238601 0.18 -0.18 -0.25 0.480
O 1.149443 -2.306680 -3.060101 -0.36 0.46 0.74 -0.965
H 0.762860 1.131156 5.385114 -0.32 -0.25 0.34 0.464
H -0.453141 1.718671 6.209829 -0.13 -0.46 0.08 0.480
O 0.393500 1.907501 5.809672 0.44 0.69 -0.42 -0.943



Relative energy (zero: lowest compared OMol25 entry of this formula, charge and spin)? In order: 504.3 249.0 54.0 233.6 kJ/mol.
DFT total energy? In order: -9242.0905 -22878.9327 -8463.7945 -12488.9134 eV.
Molecular weight? In order: 90.1 198.2 100.2 129.2 g mol⁻¹.